No. 1
DFT (ωB97M-V with the def2-TZVPD basis set) results for one molecule with the formula C3H6BrNO2 in a non-equilibrium geometry.

```
13
C3H6BrNO2 ωB97M-V with the def2-TZVPD basis set
C -1.34 1.24 -0.02
C -0.43 0.13 -0.40
C 0.70 -0.31 0.49
Br 2.34 0.84 0.53
N 1.24 -1.62 0.04
O 2.02 -2.20 0.74
O 0.82 -2.03 -1.03
H -1.02 2.18 -0.63
H -1.17 1.40 0.98
H -2.41 1.08 -0.25
H -0.07 0.30 -1.45
H -1.01 -0.85 -0.47
H 0.35 -0.17 1.45
```

Summary:
- structure (SMILES) = CC[C@H](Br)[N+](=O)[O-]
- LUMO level (eV) = -0.516
- highest occupied orbital energy (eV) = -10.8
- 2S+1 = 1
- frontier orbital gap (Ha) = 0.37832

Here are the natural (NBO) charges for atoms 1 to 2, given in e:
1. C -0.607
2. C -0.451

***

No. 2
DFT (ωB97M-V with the def2-TZVPD basis set) results for a 2-piece molecular cluster, C3H11N3O overall in a non-equilibrium geometry.

```
18
C3H11N3O ωB97M-V with the def2-TZVPD basis set
C -1.56 0.71 1.08
C -0.72 -0.59 -1.56
C 0.01 -0.63 -0.26
N 1.22 1.30 -0.73
N 1.93 -0.08 1.04
N 1.24 0.01 -0.20
O 0.04 -1.82 0.43
H -1.98 -0.05 1.71
H -0.97 1.45 1.60
H -2.21 1.10 0.32
H -0.78 0.43 -1.92
H -0.20 -1.20 -2.31
H -1.73 -0.98 -1.43
H 0.75 1.95 -0.09
H 2.18 1.61 -0.86
H 2.24 -1.04 1.15
H 1.30 0.14 1.81
H -0.76 -2.32 0.21
```

Summary:
- LUMO level (eV) = 0.784
- highest occupied orbital energy (eV) = -7.2
- 2S+1 = 1
- frontier orbital gap (Ha) = 0.29168

Here are the natural (NBO) charges for atoms 1 to 2, given in e:
1. C -0.849
2. C -0.692

***

No. 3
DFT (ωB97M-V with the def2-TZVPD basis set) results for one molecule with the formula C5H7NS in a non-equilibrium geometry.

```
14
C5H7NS ωB97M-V with the def2-TZVPD basis set
C -0.04 1.28 -0.18
C -0.92 0.19 -0.77
N -1.65 -0.67 0.16
C -0.39 -1.15 -0.41
C 0.83 -0.94 0.42
S 2.29 -0.33 -0.45
C 1.06 0.52 0.57
H -0.62 1.92 0.52
H 0.37 1.91 -0.94
H -1.44 0.38 -1.73
H -1.51 -0.37 1.12
H -0.45 -2.02 -1.07
H 1.04 -1.61 1.25
H 1.43 0.89 1.50
```

Summary:
- structure (SMILES) = C1[C@@H]2N[C@@H]2[C@H]2S[C@@H]12
- LUMO level (eV) = 0.968
- highest occupied orbital energy (eV) = -9.0
- 2S+1 = 1
- frontier orbital gap (Ha) = 0.36462

Here are the natural (NBO) charges for atoms 1 to 2, given in e:
1. C -0.436
2. C -0.073

***

No. 4
DFT (ωB97M-V with the def2-TZVPD basis set) results for an isolated ion of composition CIN4 and charge +1 in a non-equilibrium geometry.

```
6
CIN4 ωB97M-V with the def2-TZVPD basis set
C -0.54 0.48 0.52
N 0.47 0.96 0.16
N 0.09 -1.51 -0.68
N 1.32 0.43 -0.73
N 0.80 -0.69 -0.99
I -2.13 0.32 1.71
```

Summary:
- net charge = +1
- LUMO level (eV) = -8.211
- highest occupied orbital energy (eV) = -15.4
- 2S+1 = 1
- frontier orbital gap (Ha) = 0.26306

Here are the natural (NBO) charges for atoms 1 to 2, given in e:
1. C 0.224
2. N -0.151

***

No. 5
DFT (ωB97M-V with the def2-TZVPD basis set) results for one molecule with the formula C9H19NS2 in a non-equilibrium geometry.

```
31
C9H19NS2 ωB97M-V with the def2-TZVPD basis set
C 3.68 -0.56 -0.21
C 2.20 -0.93 -0.78
C 1.33 -1.43 0.39
C 0.47 -0.26 0.99
N 0.04 0.74 -0.02
C -0.79 0.11 -1.17
C -2.04 -0.67 -0.80
C -3.24 0.15 -0.21
C -2.92 0.68 1.18
C 0.57 1.95 -0.21
S 0.41 2.87 -1.55
S 1.27 2.71 1.20
H 4.16 -1.56 0.32
H 3.76 0.24 0.69
H 4.28 -0.42 -1.18
H 2.44 -1.76 -1.49
H 1.83 -0.11 -1.46
H 2.07 -1.85 1.21
H 0.74 -2.35 -0.04
H 1.06 0.29 1.81
H -0.41 -0.63 1.48
H -0.09 -0.42 -1.73
H -1.07 0.97 -1.85
H -2.38 -1.16 -1.72
H -1.70 -1.38 -0.12
H -3.59 1.06 -0.76
H -4.10 -0.59 -0.32
H -2.22 1.66 0.89
H -2.36 -0.16 1.77
H -3.86 1.00 1.70
H 0.47 1.80 1.98
```

Summary:
- structure (SMILES) = CCCCN(CCCC)C(=S)S
- LUMO level (eV) = 0.589
- highest occupied orbital energy (eV) = -8.1
- 2S+1 = 1
- frontier orbital gap (Ha) = 0.31888

Here are the natural (NBO) charges for atoms 1 to 2, given in e:
1. C -0.630
2. C -0.432

***

No. 6
DFT (ωB97M-V with the def2-TZVPD basis set) results for C40H36CsN3PS5 as an isolated structure.

```
86
C40H36CsN3PS5 ωB97M-V with the def2-TZVPD basis set
Cs 1.98 0.23 -0.98
S 3.62 -2.95 -2.05
C 4.33 -3.43 -0.55
C 5.61 -4.01 -0.52
C 6.21 -4.40 0.66
C 5.56 -4.25 1.88
C 4.30 -3.69 1.89
C 3.68 -3.29 0.70
S 2.12 -2.48 0.87
C 1.00 -3.57 -0.11
C -0.34 -3.32 0.49
C -0.95 -4.24 1.34
C -2.12 -3.88 1.98
C -2.61 -2.60 1.80
C -1.92 -1.72 0.97
C -2.30 -0.28 0.86
S -0.87 0.85 1.23
C -0.12 0.15 2.68
C -0.77 -0.64 3.62
C -0.06 -1.18 4.69
C 1.29 -0.89 4.83
C 1.93 -0.05 3.93
C 1.23 0.51 2.85
S 1.92 1.68 1.78
N -0.85 -2.10 0.28
H 6.13 -4.13 -1.46
H 7.21 -4.83 0.63
H 6.03 -4.55 2.81
H 3.75 -3.55 2.82
H 1.33 -4.59 0.01
H 1.08 -3.27 -1.16
H -0.49 -5.21 1.49
H -2.61 -4.57 2.65
H -3.50 -2.27 2.33
H -3.16 -0.03 1.48
H -2.51 -0.01 -0.18
H -1.83 -0.84 3.53
H -0.57 -1.80 5.41
H 1.85 -1.31 5.66
H 2.97 0.21 4.05
C -0.21 5.65 -5.29
C 0.23 4.34 -5.31
C 0.29 3.61 -4.12
C -0.09 4.19 -2.92
C -0.54 5.51 -2.92
C -0.60 6.24 -4.09
P 0.00 3.20 -1.36
C -1.77 3.40 -0.89
C -2.63 2.42 -1.40
C -3.99 2.48 -1.16
C -4.52 3.53 -0.41
C -3.67 4.51 0.09
C -2.30 4.44 -0.14
C 0.86 4.43 -0.30
C 0.57 4.55 1.06
C 1.29 5.44 1.85
C 2.31 6.20 1.30
C 2.62 6.07 -0.05
C 1.90 5.19 -0.84
H -0.25 6.22 -6.21
H 0.53 3.88 -6.24
H 0.62 2.58 -4.14
H -0.84 5.97 -1.98
H -0.95 7.26 -4.08
H -2.22 1.61 -1.99
H -4.64 1.71 -1.55
H -5.58 3.58 -0.22
H -4.08 5.33 0.67
H -1.66 5.21 0.27
H -0.20 3.94 1.50
H 1.07 5.50 2.90
H 2.88 6.87 1.92
H 3.42 6.66 -0.48
H 2.14 5.09 -1.89
S -2.67 -0.67 -3.19
C -2.46 -2.24 -2.71
N -1.41 -3.03 -3.00
C -1.51 -4.36 -2.41
C -2.79 -4.25 -1.56
N -3.36 -2.98 -2.01
H -0.60 -2.68 -3.47
H -0.63 -4.60 -1.81
H -1.61 -5.12 -3.19
H -2.55 -4.22 -0.50
H -3.48 -5.07 -1.74
H -4.04 -2.50 -1.45
```

Summary:
- net charge = -1
- LUMO level (eV) = 1.954
- highest occupied orbital energy (eV) = -3.9
- 2S+1 = 1
- frontier orbital gap (Ha) = 0.21550

Here are the Mulliken charges for atoms 1 to 2, given in e:
1. Cs 1.252
2. S -0.505

***

Copy entry 2 word for word.
DFT (ωB97M-V with the def2-TZVPD basis set) results for a 2-piece molecular cluster, C3H11N3O overall in a non-equilibrium geometry.

```
18
C3H11N3O ωB97M-V with the def2-TZVPD basis set
C -1.56 0.71 1.08
C -0.72 -0.59 -1.56
C 0.01 -0.63 -0.26
N 1.22 1.30 -0.73
N 1.93 -0.08 1.04
N 1.24 0.01 -0.20
O 0.04 -1.82 0.43
H -1.98 -0.05 1.71
H -0.97 1.45 1.60
H -2.21 1.10 0.32
H -0.78 0.43 -1.92
H -0.20 -1.20 -2.31
H -1.73 -0.98 -1.43
H 0.75 1.95 -0.09
H 2.18 1.61 -0.86
H 2.24 -1.04 1.15
H 1.30 0.14 1.81
H -0.76 -2.32 0.21
```

Summary:
- LUMO level (eV) = 0.784
- highest occupied orbital energy (eV) = -7.2
- 2S+1 = 1
- frontier orbital gap (Ha) = 0.29168

Here are the natural (NBO) charges for atoms 1 to 2, given in e:
1. C -0.849
2. C -0.692

***

What did the fourth record say?
DFT (ωB97M-V with the def2-TZVPD basis set) results for an isolated ion of composition CIN4 and charge +1 in a non-equilibrium geometry.

```
6
CIN4 ωB97M-V with the def2-TZVPD basis set
C -0.54 0.48 0.52
N 0.47 0.96 0.16
N 0.09 -1.51 -0.68
N 1.32 0.43 -0.73
N 0.80 -0.69 -0.99
I -2.13 0.32 1.71
```

Summary:
- net charge = +1
- LUMO level (eV) = -8.211
- highest occupied orbital energy (eV) = -15.4
- 2S+1 = 1
- frontier orbital gap (Ha) = 0.26306

Here are the natural (NBO) charges for atoms 1 to 2, given in e:
1. C 0.224
2. N -0.151

***

- Which of these has the lowest frontier orbital gap?
  C40H36CsN3PS5